78
Properties=species:S:1:pos:R:3:forces:R:3:lowdin_charge:R:1 method="wB97M-V/def2-TZVPD" homo_ev=-11.11 total_charge=+1 de_lowest_kcal_mol=0.0 multiplicity=1 orbital_gap_ha=0.2985
C 2.93071 -0.14513 -0.46952 -0.6601 -0.4093 -0.0664 -0.088
C 1.76596 -0.02336 0.71271 2.5836 1.2040 0.2374 -0.217
O 0.48862 -0.64495 0.32956 -0.3704 1.8669 -1.6322 -0.167
C -0.15228 0.04839 -0.80234 2.5547 0.6591 0.1604 -0.152
N -1.57293 0.46976 -0.41157 0.0774 -1.9566 -1.2328 0.015
C -2.07797 1.58227 -1.30938 -2.3697 1.5098 -1.5781 -0.157
C -2.08792 3.07248 -0.62506 0.0716 0.8467 -0.6896 -0.117
C -0.80834 3.39901 0.34735 -1.1182 0.2220 0.9606 -0.163
O -0.08805 4.55128 -0.21744 2.7518 -1.2922 0.6649 -0.124
C 1.34723 4.52931 0.10567 2.7395 2.1468 5.0621 -0.275
C 2.44845 3.97425 -1.02424 -0.3176 0.4913 0.2662 -0.005
O 1.81435 4.99093 1.28075 -3.5206 -3.1203 -7.7021 0.000
H 3.85616 0.52476 -0.19666 -1.8089 -1.5634 -0.3493 0.097
H 2.54409 0.24372 -1.52008 0.6400 -0.7436 2.1643 0.072
H 3.20968 -1.28840 -0.59824 -0.3515 2.5294 0.3429 0.100
H 2.19897 -0.51272 1.71037 -1.3253 0.6649 -2.3725 0.140
H 1.67749 1.14020 0.96011 -0.3354 -2.3475 -0.5588 0.118
H 0.41895 1.05517 -1.07250 -1.1499 -2.1542 0.7011 0.135
H -0.14667 -0.60299 -1.77469 -0.4175 1.0654 1.9846 0.175
H -2.17951 -0.37781 -0.62849 0.7835 1.3991 0.7233 0.189
H -1.69187 0.64500 0.61246 0.1187 0.1906 -0.9438 0.168
H -1.53985 1.54580 -2.37080 -0.7234 0.0045 2.6097 0.159
H -3.21826 1.31805 -1.54400 2.6615 0.6453 0.5758 0.145
H -2.04722 3.86579 -1.51393 0.0689 -1.8256 1.8627 0.143
H -3.11987 3.29876 -0.06996 2.5556 -0.9195 -1.1702 0.129
H -0.05766 2.51425 0.49879 -1.5124 1.5049 -0.2417 0.105
H -1.25932 3.73806 1.39681 1.2378 -0.9026 -2.1448 0.158
H 2.76912 4.84298 -1.77690 -1.0028 -1.8627 1.7221 0.092
H 3.42192 3.66454 -0.45011 -2.1095 0.5911 -0.9818 0.101
H 2.01986 3.07282 -1.63588 0.7371 1.7765 1.1624 0.074
C 2.97338 -2.76856 4.85681 0.1303 0.1560 0.1693 -0.014
C 3.02125 -3.14187 3.40040 0.1553 -0.1314 -0.7839 -0.552
O 3.77651 -2.58382 2.60641 -0.3289 0.0301 0.2269 0.000
N 2.19006 -4.13503 2.97055 0.5185 0.8295 0.2327 0.010
C 1.24405 -4.89608 3.75190 0.0086 -0.3999 -0.2673 -0.079
H 3.68752 -1.96489 5.05523 -0.1191 -0.2041 -0.1986 0.087
H 1.97214 -2.41395 5.11788 0.0854 -0.1704 0.1369 0.084
H 3.24406 -3.63155 5.47180 -0.1921 0.1277 0.0436 0.090
H 2.27433 -4.33448 1.98158 0.0186 -0.0509 0.2413 0.140
H 1.51262 -5.95322 3.67545 -0.3717 0.1130 0.1697 0.077
H 0.24947 -4.74400 3.32396 -0.0406 -0.2249 0.2607 0.069
H 1.23545 -4.60034 4.80045 0.0930 0.0863 -0.1945 0.079
C -1.44355 -6.16346 1.07045 -0.1912 0.1891 0.1298 -0.017
C -0.31192 -7.15327 1.12040 0.8082 -0.6432 0.4418 -0.536
O 0.30941 -7.38499 2.15600 -0.4443 0.2195 -0.5818 0.017
N 0.01692 -7.80240 -0.03395 -0.1900 0.4531 0.7110 0.003
C -0.59578 -7.66006 -1.33355 0.3594 -0.3858 -0.1466 -0.081
H -1.59331 -5.72422 2.06034 0.1367 -0.2191 -0.1670 0.075
H -1.20495 -5.35982 0.36786 -0.1814 -0.0899 -0.0439 0.081
H -2.36707 -6.66800 0.77250 0.0587 0.1861 -0.0933 0.088
H 0.78565 -8.45269 0.07155 -0.1665 0.1086 -0.0316 0.147
H -0.97916 -8.63789 -1.63750 -0.1099 0.2110 -0.2367 0.088
H 0.17496 -7.33872 -2.03936 -0.2681 0.0080 -0.1851 0.085
H -1.41035 -6.93656 -1.33375 0.1463 -0.1164 0.1021 0.072
C -4.52662 1.02192 3.04252 0.1444 0.1732 0.0391 0.009
C -4.47875 0.64861 1.58611 -0.8650 -0.7406 0.0538 -0.493
O -3.72349 1.20665 0.79213 0.1333 -0.1815 0.0941 -0.030
N -5.30994 -0.34456 1.15627 1.0623 1.0440 0.2363 0.015
C -6.25595 -1.10561 1.93762 -0.2968 -0.3566 -0.3185 -0.062
H -3.81248 1.82558 3.24094 -0.1458 -0.1741 -0.1610 0.090
H -5.52786 1.37652 3.30359 0.1229 -0.1579 0.1066 0.099
H -4.25594 0.15892 3.65752 -0.1938 0.1150 0.0326 0.096
H -5.22567 -0.54400 0.16729 -0.1726 0.0193 0.1843 0.144
H -5.98738 -2.16274 1.86116 -0.2229 0.0460 0.2045 0.092
H -7.25053 -0.95353 1.50967 -0.0039 -0.1503 0.2633 0.095
H -6.26455 -0.80986 2.98616 0.0795 0.0191 -0.2271 0.083
C 3.99335 6.82615 -5.84816 0.1736 0.1050 -0.1031 -0.012
C 3.18163 5.56061 -5.80031 0.1891 -1.0093 -0.6373 -0.547
O 3.46619 4.57477 -6.47809 -0.2123 0.6623 0.5127 0.023
N 2.09912 5.53013 -4.97008 0.4205 -0.0588 -0.2194 -0.006
C 1.61687 6.58255 -4.10725 -0.3609 -0.3599 0.0215 -0.080
H 4.82256 6.70613 -6.55047 -0.2666 -0.1247 0.1500 0.089
H 3.36871 7.65682 -6.18907 0.1268 0.0295 0.1782 0.088
H 4.40647 7.04154 -4.85863 -0.0935 0.1698 -0.1035 0.086
H 1.59954 4.64975 -4.98754 0.1012 0.2292 -0.0466 0.137
H 1.62136 6.20855 -3.07982 -0.1255 0.3583 0.0758 0.056
H 0.59075 6.81959 -4.40109 0.0565 0.2499 0.2441 0.087
H 2.22706 7.48318 -4.16663 -0.0543 -0.2098 -0.0523 0.081

***

79
Properties=species:S:1:pos:R:3:forces:R:3:lowdin_charge:R:1 method="wB97M-V/def2-TZVPD" homo_ev=-9.19 total_charge=+1 de_lowest_kcal_mol=201.7 multiplicity=1 orbital_gap_ha=0.1723
O -3.35296 -6.38925 -0.94608 -0.1722 4.2349 -2.0015 0.076
C -3.47526 -5.23721 -1.41197 0.2372 -1.7446 1.1497 -0.375
O -3.28966 -4.05911 -0.59360 0.5980 -2.0818 -1.9728 0.026
C -3.90068 -4.93448 -2.93866 -0.8838 0.0446 0.5690 -0.088
C -3.13018 -5.84105 -4.01111 0.0110 0.6827 -0.5512 -0.127
C -1.57015 -5.54711 -4.14284 2.6592 0.8066 -0.3080 -0.099
C -0.92259 -4.17797 -4.45937 1.9608 -2.2524 0.3099 0.058
C 0.63605 -4.01328 -4.60203 -1.6621 -4.2277 0.7228 0.051
C 1.48027 -5.32026 -4.42947 -3.6536 -0.4881 0.4622 0.014
C 0.74687 -6.65072 -4.10265 -0.1201 3.3852 -0.7784 0.010
N -0.68357 -6.70199 -3.98490 1.4232 2.6833 -0.6102 0.078
H -2.36216 -4.12713 -0.27231 -0.8878 -0.0265 0.2395 0.121
H -3.89201 -3.80648 -3.17780 0.3520 -1.8651 0.4787 0.131
H -5.01753 -5.23769 -3.00275 1.8049 0.3992 0.1051 0.146
H -3.59327 -5.59896 -5.04368 0.7743 -0.3670 1.6249 0.143
H -3.36516 -6.94029 -3.80865 0.6983 1.4820 -0.1502 0.130
H -1.57818 -3.24351 -4.61481 1.0882 -1.8344 0.3666 0.129
H 1.14507 -3.01354 -4.84652 -1.0532 -1.4500 0.5712 0.103
H 2.62608 -5.35536 -4.53869 -2.1708 0.1679 0.2336 0.120
H 1.33440 -7.62487 -3.96618 -1.1967 1.6268 -0.2086 0.142
H -1.09741 -7.63588 -3.78833 0.2560 1.1274 -0.1455 0.168
O 1.35000 -0.69722 -3.91727 -4.0398 -0.8452 1.3829 -0.352
P 1.35651 0.40792 -2.83845 7.0469 2.4427 -1.7525 0.758
N 1.70568 1.63099 -3.96765 -0.5039 1.1595 -1.0113 -0.367
C 2.92514 2.33428 -4.28952 0.1765 0.4252 0.4473 -0.132
C 0.63685 1.98604 -4.89641 -0.2550 -0.3970 0.1759 -0.132
N 2.74914 -0.25100 -2.06077 0.0084 -1.6294 0.6712 -0.330
C 4.07457 0.33189 -2.05115 -0.1093 0.6118 0.6480 -0.135
C 2.89633 -1.70840 -2.13611 -0.2002 -0.0177 -0.1781 -0.160
N 1.29613 1.62979 -1.57124 -0.7911 -1.9855 0.3711 -0.283
C 1.36845 3.07295 -1.67514 -1.0545 0.5896 -0.3764 -0.101
C 1.38623 1.19059 -0.17793 -0.5772 -0.1960 0.4533 -0.125
H 2.75493 3.41955 -4.26608 -0.0178 0.0068 -0.1669 0.083
H 3.29173 2.07244 -5.28606 -0.0196 -0.0702 -0.0759 0.089
H 3.74308 2.17706 -3.59778 -0.1006 -0.2459 0.1137 0.046
H -0.16798 2.50736 -4.36514 -0.1710 0.0943 -0.1289 0.070
H 0.20939 1.09994 -5.37342 -0.0201 -0.0254 -0.0033 0.064
H 0.97721 2.64843 -5.69819 0.1707 -0.1162 0.2477 0.084
H 4.56019 0.25460 -3.02972 0.0282 0.0866 -0.0526 0.088
H 4.72122 -0.17579 -1.32620 -0.2165 -0.1317 -0.0515 0.086
H 4.05312 1.37112 -1.71846 -0.0485 0.0677 -0.2116 0.072
H 3.32381 -2.02348 -3.10071 -0.0693 -0.0355 0.0405 0.076
H 1.93565 -2.21103 -2.00491 0.0756 0.0862 -0.1287 0.059
H 3.55151 -2.08554 -1.34420 0.0345 0.3166 0.0406 0.080
H 2.40681 3.41379 -1.71773 0.0409 -0.1700 -0.1301 0.092
H 0.90327 3.55983 -0.81121 0.0571 -0.3108 0.0674 0.088
H 0.82048 3.46423 -2.53265 0.2769 -0.1302 -0.1162 0.078
H 2.41386 1.27574 0.19334 -0.0299 -0.0004 -0.1248 0.088
H 1.06546 0.15357 -0.06740 0.2025 0.0838 -0.0568 0.075
H 0.74186 1.78043 0.48058 0.0034 0.0560 -0.1129 0.060
O -0.41689 2.45807 2.79591 2.5176 -3.7084 -0.0166 -0.324
P -0.46871 2.15035 4.30732 -4.5926 6.2262 1.0742 0.762
N -2.16874 2.07144 4.30592 -1.5686 -0.9442 0.0069 -0.367
C -3.18303 3.00536 4.73419 -0.0292 0.0280 0.6149 -0.134
C -2.76737 0.91678 3.64452 0.4707 -0.0532 -0.1602 -0.136
N 0.15271 3.70616 4.71920 1.5862 0.4902 -0.3204 -0.333
C -0.59138 4.78435 5.33543 0.0495 -0.3002 0.8550 -0.138
C 1.09273 4.29584 3.75840 -0.0208 -0.1749 -0.2852 -0.149
N -0.48841 1.75861 6.02661 1.8919 -0.3823 -0.8962 -0.294
C -1.59954 1.38022 6.87563 -0.3769 -1.0752 -0.1440 -0.112
C 0.71607 2.02620 6.81199 0.5045 -0.3114 -0.0387 -0.135
H -3.89159 2.51132 5.41376 -0.1300 -0.0273 -0.1139 0.080
H -3.74991 3.40278 3.88755 0.0012 0.0080 -0.1075 0.089
H -2.81790 3.85364 5.29933 0.2663 -0.0279 -0.1028 0.045
H -2.58239 0.00788 4.22945 -0.1074 -0.2179 -0.0562 0.067
H -2.35062 0.76699 2.64476 0.0364 -0.0052 -0.0254 0.065
H -3.85148 1.01186 3.52865 0.1939 0.2034 0.1461 0.082
H -1.30870 5.23312 4.64006 -0.0981 0.0039 0.0170 0.088
H 0.08022 5.58323 5.67029 0.1149 -0.1642 -0.1699 0.085
H -1.09845 4.45381 6.24399 -0.1843 -0.0673 -0.1110 0.069
H 0.56745 4.76312 2.91212 0.0926 -0.0973 0.0201 0.081
H 1.77956 3.54459 3.36401 -0.1965 0.0640 -0.0455 0.067
H 1.71452 5.06482 4.22821 -0.2088 -0.0741 0.2563 0.079
H -2.13218 2.26116 7.24514 0.0100 0.0664 -0.1695 0.090
H -1.25997 0.81674 7.75170 0.2313 0.1428 -0.1172 0.083
H -2.30252 0.71017 6.38006 -0.0512 0.2969 -0.1157 0.076
H 0.63975 2.98957 7.32858 -0.0392 -0.0474 -0.0796 0.086
H 1.60568 2.04424 6.18074 -0.1533 0.1752 0.0525 0.076
H 0.89251 1.25366 7.56644 -0.1701 -0.0493 -0.0554 0.077

***

76
Properties=species:S:1:pos:R:3:forces:R:3:lowdin_charge:R:1 method="wB97M-V/def2-TZVPD" homo_ev=-14.43 total_charge=+2 multiplicity=1 orbital_gap_ha=0.2668
Al 0.81568 -0.57929 -0.45993 1.1346 -0.1821 -1.7907 0.142
P 2.07440 1.30248 0.14352 0.8599 1.0416 0.4967 1.032
P -0.97840 -1.87455 -1.28940 -0.9617 -1.2332 -1.3206 1.042
N 0.88328 0.12624 -2.34851 1.9142 -0.8512 -0.3956 -0.243
C 2.10807 2.11371 -1.50012 -0.0369 0.0781 -0.3906 -0.254
H 1.89236 3.17207 -1.35563 0.0919 0.0328 0.0225 0.098
H 3.12637 2.04798 -1.88642 -0.0298 -0.0277 0.0501 0.095
C 1.12038 1.56161 -2.52984 -0.8663 0.3584 -0.5698 -0.221
H 0.13097 2.07456 -2.44570 0.6744 -0.2595 -0.0454 0.124
H 1.48583 1.72881 -3.56373 -0.1069 0.1214 0.6000 0.142
C 0.12980 -0.54752 -3.44621 0.3018 0.5286 0.0922 -0.205
H 0.75712 -1.36597 -3.82598 -0.3034 0.1172 0.0451 0.129
H 0.00786 0.18562 -4.26022 -0.1035 -0.4354 0.1806 0.137
C -1.20472 -1.03531 -2.90253 0.0193 0.3368 -0.2213 -0.270
H -1.71486 -1.68360 -3.62917 0.1193 0.0953 0.3309 0.110
H -1.85003 -0.16981 -2.71804 -0.0669 -0.0681 -0.0195 0.102
C -2.73461 -2.26175 -0.87451 -0.3298 0.1885 0.3234 -0.501
C -3.33116 -1.06911 -0.12765 -0.2212 0.2154 0.2490 -0.113
H -3.30705 -0.14822 -0.72528 0.0188 -0.1703 0.1708 0.076
H -2.78660 -0.87083 0.80825 -0.2301 -0.0757 -0.3758 0.049
H -4.38081 -1.27771 0.12599 0.2613 0.0415 -0.1470 0.100
C -0.16672 -3.46437 -1.77475 0.1528 0.2588 0.1519 -0.510
C 0.22770 -4.28464 -0.53183 0.1669 -0.2499 -0.2149 -0.091
H 1.08570 -4.92101 -0.79530 -0.2777 0.1512 0.2321 0.104
H -0.59549 -4.93945 -0.21714 0.3127 0.2732 0.0184 0.079
H 0.52280 -3.65052 0.31844 -0.0055 -0.2913 -0.1793 0.039
C 3.81474 0.73976 0.43711 0.0415 -0.4930 -0.1223 -0.511
C 4.05852 0.33187 1.89883 0.1547 0.0103 0.0067 -0.089
H 5.01541 -0.20744 1.95519 -0.3039 0.1486 -0.0227 0.103
H 3.27960 -0.33289 2.29305 0.1297 0.1341 0.0134 0.066
H 4.14165 1.21417 2.54742 -0.0520 -0.3252 -0.1700 0.078
C 1.68008 2.63166 1.35520 -0.5258 -0.0157 0.1033 -0.519
C 1.50582 2.08575 2.78620 0.0963 0.2280 0.2199 -0.142
H 0.75630 2.70136 3.30524 0.3934 -0.2460 -0.1231 0.066
H 2.44910 2.14033 3.34816 -0.3435 -0.1000 -0.2127 0.083
H 1.13767 1.05067 2.80074 0.0850 0.2291 0.1108 0.041
C 0.66862 -1.41593 1.41736 -0.1943 -2.1903 6.7488 0.013
C -1.02138 -4.25588 -2.78354 0.1532 -0.1632 -0.3762 -0.081
H -2.00143 -3.80492 -2.98959 0.2506 -0.1931 0.0790 0.067
H -0.48964 -4.33225 -3.74102 -0.2285 -0.0232 0.2047 0.095
H -1.19022 -5.27855 -2.42478 0.0116 0.2536 -0.0853 0.093
C 4.88102 1.73244 -0.06481 0.1180 0.1635 -0.2442 -0.088
H 5.74191 1.73274 0.61847 -0.2599 -0.0117 -0.2004 0.099
H 5.24705 1.43343 -1.05592 -0.0536 0.1517 0.2626 0.091
H 4.51445 2.76391 -0.13706 0.2202 -0.2931 0.0205 0.060
C 2.65578 3.81273 1.32261 0.1143 0.1846 0.0534 -0.085
H 2.28409 4.59792 1.99845 0.0656 -0.2726 -0.1841 0.106
H 3.65634 3.52444 1.67466 -0.3336 0.1101 -0.0956 0.082
H 2.74258 4.26398 0.32493 0.0467 -0.0946 0.2677 0.078
C -2.94390 -3.56526 -0.10227 -0.0512 -0.1644 0.0950 -0.082
H -2.32079 -3.61068 0.80106 -0.1643 -0.0151 -0.1508 0.085
H -3.99506 -3.61671 0.21678 0.2999 0.0256 -0.0908 0.100
H -2.74848 -4.45327 -0.71664 0.0065 0.2640 0.2181 0.075
H -3.23614 -2.34349 -1.85489 0.2752 -0.0025 0.2769 0.121
H 0.69132 2.99033 1.01188 0.2725 -0.1266 0.0673 0.076
H 0.76514 -3.13239 -2.26897 -0.2953 -0.1381 0.2104 0.093
H 3.86722 -0.17022 -0.18470 0.0749 0.2653 0.2698 0.073
O 0.59060 -1.80614 2.51608 0.4179 1.8200 -5.6652 0.203
H 1.87875 -0.46007 -2.23663 -2.0772 1.7079 -0.5782 0.058
H 2.39562 -1.19801 -1.39549 -0.7231 -0.8139 1.9483 0.092
C -2.08976 -0.48354 3.50279 -0.1537 0.0902 0.1746 -0.094
O -1.61921 0.19801 2.32301 0.0289 0.1967 -0.6763 -0.440
P -1.62943 1.83740 2.10688 -0.8931 0.7248 0.0548 0.897
O -3.07787 2.32038 2.63389 0.2551 -0.4688 -0.3895 -0.345
C -4.36657 1.86772 2.15528 -0.1393 0.0745 0.2962 -0.076
O -1.82420 1.81510 0.43902 0.0787 -0.4537 0.3336 -0.412
C -2.06659 3.06544 -0.24579 0.1907 0.0290 -0.0258 -0.115
H -1.28211 -0.57749 4.24193 -0.2298 0.0930 -0.2019 0.093
H -2.94583 0.04244 3.95460 0.3608 -0.1795 -0.1780 0.094
H -2.40553 -1.48445 3.17987 0.0417 0.2788 0.1422 0.091
H -4.60615 2.31635 1.18494 0.1500 -0.1296 0.1936 0.083
H -4.43241 0.77344 2.09749 0.1692 0.2440 -0.0383 0.078
H -5.07982 2.22502 2.90188 0.0430 -0.1002 -0.2270 0.101
H -1.64696 2.95808 -1.25759 -0.2119 0.0655 0.3387 0.072
H -3.14501 3.26965 -0.32394 0.3863 -0.1122 0.0963 0.088
H -1.57278 3.92366 0.24431 -0.1865 -0.3613 -0.0416 0.091